# 1
Computed, not measured: 2 unconnected molecules or ions with the total composition C5H6N2O3 at a distorted geometry, with ωB97M-V/def2-TZVPD.

Calculated values
* multiplicity: 1
* charge: 0
* ΔE to the lowest compared entry with this formula, charge and spin: 10.52 kcal per mole

The geometry in XYZ format:
```
16
C5H6N2O3 | the Open Molecules 2025 dataset | ωB97M-V/def2-TZVPD
O 0.00971 1.79731 -1.45898
C -0.34371 0.60313 -0.90491
N -1.56493 0.34996 -0.71144
C -1.95993 -0.90628 -0.16856
C -0.81888 -1.56466 0.49515
C 0.52126 -1.41100 0.18869
N 0.66081 -0.28716 -0.65374
H -0.81307 2.25134 -1.46475
H -2.81171 -0.81085 0.45446
H -2.27970 -1.68409 -0.87307
H -1.09961 -2.37055 1.06073
H 1.28604 -1.89852 0.70134
H 1.61548 -0.12731 -1.05716
O 2.21419 2.88523 2.14687
C 2.57774 2.05111 1.44991
O 2.80631 1.12233 0.79546
```

Results of the Löwdin charge analysis, in e, for atoms 1 through 8: atom 1 (O): 0.0936, atom 2 (C): -0.4825, atom 3 (N): 0.0902, atom 4 (C): -0.2355, atom 5 (C): -0.0812, atom 6 (C): -0.0547, atom 7 (N): 0.0555, atom 8 (H): 0.0869

---

# 2
Computed, not measured: a gas-phase ion, C5H6N2O4 (charge -2) at a distorted geometry, with ωB97M-V/def2-TZVPD.

Calculated values
* multiplicity: 1
* charge: -2
* ΔE to the lowest compared entry with this formula, charge and spin: 50.95 kcal per mole

The geometry in XYZ format:
```
17
C5H6N2O4 | the Open Molecules 2025 dataset | ωB97M-V/def2-TZVPD
C 0.04998 -1.69031 0.06227
N -1.10209 -0.84033 0.19518
C -2.41881 -1.37461 -0.09367
O -2.43411 -2.54667 -0.50129
O -3.38194 -0.61012 0.08055
C -0.97893 0.49425 0.55821
C 0.09190 1.50496 0.15073
C 1.35771 1.39406 -0.47540
O 2.17720 0.46942 -0.58220
N -0.11481 1.15721 1.75054
O 0.74969 0.45549 2.39742
H 0.13278 -2.39334 0.90186
H -0.03213 -2.27988 -0.85883
H 0.94949 -1.08078 0.02703
H -1.96815 0.95123 0.57454
H -0.34181 2.49871 0.00437
H 1.68869 2.39431 -0.89380
```

Results of the Löwdin charge analysis, in e, for atoms 1 through 8: atom 1 (C): -0.0866, atom 2 (N): -0.0648, atom 3 (C): -0.7753, atom 4 (O): -0.0909, atom 5 (O): -0.0975, atom 6 (C): -0.2121, atom 7 (C): -0.2228, atom 8 (C): -0.3581

---

# 3
Computed, not measured: a single C5H6N2OS molecule at a distorted geometry, with ωB97M-V/def2-TZVPD.

Calculated values
* multiplicity: 1
* charge: 0
* ΔE to the lowest compared entry with this formula, charge and spin: 141.56 kcal per mole

The geometry in XYZ format:
```
15
C5H6N2OS | the Open Molecules 2025 dataset | ωB97M-V/def2-TZVPD
C -0.04363 2.16389 -1.75156
S 1.33384 1.01132 -1.47463
N 0.67629 0.09583 -0.22786
C 0.02026 -1.38354 -0.39609
C -0.40146 -1.73478 0.86222
O -1.06451 -2.86831 1.18592
C 0.13103 -0.81274 1.79673
C 0.70554 0.21472 1.09093
N 0.00590 0.63199 2.26059
H 0.29384 2.86591 -2.50837
H -0.27580 2.68063 -0.82646
H -0.90442 1.60790 -2.10942
H 0.00398 -1.81605 -1.37084
H -1.11547 -3.44815 0.41735
H 0.63462 0.79138 3.05149
```

Results of the Löwdin charge analysis, in e, for atoms 1 through 8: atom 1 (C): -0.3744, atom 2 (S): 0.8662, atom 3 (N): -0.3833, atom 4 (C): 0.0599, atom 5 (C): -0.3341, atom 6 (O): 0.0604, atom 7 (C): -0.0692, atom 8 (C): -0.3328

---

# 4
Computed, not measured: a single C5H6N2OS molecule at a distorted geometry, with ωB97M-V/def2-TZVPD.

Calculated values
* multiplicity: 1
* charge: 0
* ΔE to the lowest compared entry with this formula, charge and spin: 9.87 kcal per mole

The geometry in XYZ format:
```
15
C5H6N2OS | the Open Molecules 2025 dataset | ωB97M-V/def2-TZVPD
C 0.96521 0.28495 2.19508
C 0.47818 0.25561 0.74743
C -0.20876 -0.91777 0.27970
C -0.64633 -0.84653 -1.01312
O -1.21071 -1.74869 -1.81782
N -0.46628 0.32371 -1.68810
C 0.14946 1.49415 -1.20206
S -0.15818 2.91141 -2.05627
N 0.73564 1.38156 0.09676
H 2.05684 0.48409 2.33058
H 0.28686 1.05589 2.75883
H 0.71287 -0.74538 2.50008
H -0.34415 -1.77472 0.86303
H -1.44970 -2.55068 -1.33103
H -0.90095 0.39241 -2.66309
```

Results of the Löwdin charge analysis, in e, for atoms 1 through 8: atom 1 (C): -0.0373, atom 2 (C): -0.3322, atom 3 (C): 0.0265, atom 4 (C): -0.3485, atom 5 (O): 0.1223, atom 6 (N): 0.0724, atom 7 (C): -0.8152, atom 8 (S): 0.5499